--- a ---
C5H8N2O | ωB97M-V/def2-TZVPD

Values from the calculation:
- LUMO energy (spin up / spin down): -0.12 / -0.12 eV
- Kohn-Sham gap (spin up / spin down): 7.656 / 7.653 eV
- HOMO energy (spin up / spin down): -7.7732 / -7.7720 eV

```
! wB97M-V def2-TZVPD RIJCOSX def2/J DEFGRID3
* xyz 0 1
C 3.49805 -0.01601 0.36225
H 5.22982 0.85127 0.31572
H -0.16882 -2.80802 0.66413
C -0.66209 -1.81301 0.15051
C 0.32320 0.51282 -0.12910
C 0.39568 -0.81569 0.04073
N 1.68313 -1.43724 -0.00854
N 2.65432 -0.72874 -0.13666
H -1.62282 -1.44140 0.54367
O 4.35255 0.80693 -0.19891
C -0.91600 1.26294 -0.31598
H 1.31380 1.01847 -0.04156
H -1.62149 1.08323 0.43554
H -0.60039 2.37685 -0.35532
H -0.88987 -2.18176 -0.85601
H -1.44025 0.99519 -1.21693
*
```

=====

--- b ---
C5H8N2O | ωB97M-V/def2-TZVPD

Values from the calculation:
- SMILES string: C=CN=C=O.C=NC
- LUMO energy: 0.95 eV
- Kohn-Sham gap: 9.907 eV
- HOMO energy: -8.9565 eV

```
! wB97M-V def2-TZVPD RIJCOSX def2/J DEFGRID3
* xyz 0 1
C 0.76332 -1.25648 -1.72514
H -1.26962 -0.25697 0.99809
N 1.11835 0.06282 -1.65353
C -0.93805 0.72809 1.08698
C 1.30926 1.21721 -1.56422
H -0.29160 -0.75258 -3.50254
H -0.23430 -2.52684 -3.04496
H 2.20980 1.51867 1.79718
C 1.12736 1.25479 1.87510
O 1.55408 2.37659 -1.48740
H -1.52545 1.25196 0.33786
N 0.41697 0.78888 0.92506
H 1.00870 -1.92664 -0.93968
H 0.61198 1.66122 2.66938
C 0.03884 -1.60519 -2.81278
H -1.38607 0.98195 2.08459
*
```

=====

Question: which arrangement is favored energetically? Ranking from most to least stable: b, a.

=====

--- a ---
C5H8N2O | ωB97M-V/def2-TZVPD

Values from the calculation:
- SMILES string: [H]/N=C\N[C@@H]1C=COC1
- LUMO energy: 0.74 eV
- Kohn-Sham gap: 9.789 eV
- HOMO energy: -9.0487 eV

```
! wB97M-V def2-TZVPD RIJCOSX def2/J DEFGRID3
* xyz 0 1
H -1.83336 1.78837 -0.08835
N -1.26799 0.92181 0.10723
H 1.40150 0.35623 1.99763
H 1.34066 1.44588 -1.79284
O 1.40777 -0.96131 0.43911
C 0.66674 -0.00077 1.20380
C 0.09462 1.03478 0.24303
H -3.12304 -0.00099 -0.21837
H 0.30405 1.94723 0.84157
H -0.54549 -1.37454 -0.40431
C -2.02292 -0.19494 -0.16690
C 1.65844 -0.33354 -0.77291
H -0.12234 -0.58426 1.67112
N -1.58948 -1.37462 -0.37790
C 1.09446 0.85757 -0.88868
H 2.37004 -0.89637 -1.33461
*
```

=====

--- b ---
C5H8N2O | ωB97M-V/def2-TZVPD

Values from the calculation:
- SMILES string: O=C1C[C@@H]2CCNN12
- LUMO energy: 0.92 eV
- Kohn-Sham gap: 8.948 eV
- HOMO energy: -8.0250 eV

```
! wB97M-V def2-TZVPD RIJCOSX def2/J DEFGRID3
* xyz 0 1
C -1.37352 -0.43496 1.27053
H 2.51118 1.17669 -0.24127
H 1.22359 0.28294 -2.03894
H -1.19689 -2.10520 0.15034
H 1.66996 -0.29180 0.69775
H 0.86358 1.84793 1.58177
O -1.47701 -0.25524 2.46759
C 0.90550 -0.16588 -1.10525
H -1.03061 0.91068 -1.47659
N -0.54650 0.68043 0.57041
N 0.57506 1.44534 0.55328
C -0.62256 0.01444 -0.76617
C -1.65146 -1.21545 -0.13607
H 1.29383 -1.11324 -1.07585
H -2.72192 -1.29499 -0.55494
C 1.57778 0.51831 0.10341
*
```

=====

Question: which arrangement is favored energetically? Ranking from most to least stable: a, b.

=====

--- a ---
C3H7N3S2 | ωB97M-V/def2-TZVPD

Values from the calculation:
- SMILES string: CSC(/C=N\N)=N\S
- LUMO energy: -0.08 eV
- Kohn-Sham gap: 8.457 eV
- HOMO energy: -8.5419 eV

```
! wB97M-V def2-TZVPD RIJCOSX def2/J DEFGRID3
* xyz 0 1
H -0.49695 3.20337 -1.45887
C 1.98112 -0.20804 -1.02689
S 0.35215 -0.95726 -0.76588
S -0.54300 1.79616 -1.69197
C -0.55765 -0.03173 1.85164
C -0.31962 0.29269 0.38959
N -0.56244 1.52936 0.03385
H 2.05066 0.72309 -1.60722
H 0.40895 -2.17220 1.00319
H 2.39919 0.01385 -0.01927
N -0.48098 -1.06685 2.53807
N -0.29519 -2.24386 1.84104
H 2.52855 -0.98621 -1.57314
H -1.00137 0.91095 2.35065
H -0.08830 -2.96321 2.45352
*
```

=====

--- b ---
C3H7N3S2 | ωB97M-V/def2-TZVPD

Values from the calculation:
- SMILES string: CS/C(=N/N)C(N)=S
- LUMO energy: -0.45 eV
- Kohn-Sham gap: 8.183 eV
- HOMO energy: -8.6294 eV

```
! wB97M-V def2-TZVPD RIJCOSX def2/J DEFGRID3
* xyz 0 1
H 0.15646 -2.96999 -0.24170
H 1.72184 3.13308 0.06973
S 2.09952 -0.86872 0.20228
C 0.01622 0.44178 -0.43426
S -1.90533 0.43697 -0.61663
N 1.64541 2.06755 0.13462
C -2.39089 -0.06950 1.17730
H -1.01160 -1.83127 -0.93832
N 0.38796 1.58335 0.06124
H -1.96203 0.53169 1.98792
C 0.56470 -0.90373 -0.28013
H -2.27469 -1.31784 1.40646
H 2.48136 1.36234 0.22272
H -3.56343 -0.03989 1.19803
N -0.28981 -2.04682 -0.17484
*
```

=====

Question: which arrangement is favored energetically? Ranking from most to least stable: a, b.

=====

--- a ---
C10H13NO2 | ωB97M-V/def2-TZVPD

Values from the calculation:
- SMILES string: O=C(O)CCCCc1ccncc1
- LUMO energy: 0.78 eV
- Kohn-Sham gap: 10.379 eV
- HOMO energy: -9.5944 eV

```
! wB97M-V def2-TZVPD RIJCOSX def2/J DEFGRID3
* xyz 0 1
O -0.06494 0.94410 1.75316
H -1.11887 1.66176 -1.96048
O 0.81627 -1.10118 2.09254
C 0.09795 -0.08667 -1.44909
H -0.79043 -2.25527 0.17963
C -1.58200 -1.71419 -0.34364
C -2.17983 -0.67761 0.62860
N 2.11050 1.83980 -1.00692
C 1.39309 -0.46236 -1.02269
H -1.84663 -0.57723 -2.11695
C -1.01475 -1.05741 -1.64201
H -2.13394 -0.15129 2.71536
H -1.95154 0.37023 0.22793
H -0.69424 -1.93529 -2.26356
H 0.89852 1.15795 1.63858
H 1.67419 -1.52358 -0.86330
H -3.27765 -0.81714 0.69807
C -0.14169 -0.38157 2.04048
C -0.16763 1.28003 -1.60906
C 2.35650 0.54499 -0.84309
C 0.86754 2.20853 -1.37830
H -2.32207 -2.45291 -0.59904
H -1.70322 -1.85111 2.33058
H 3.34513 0.27359 -0.47210
H 0.75644 3.27186 -1.56401
C -1.56581 -0.78600 2.00749
*
```

=====

--- b ---
C10H13NO2 | ωB97M-V/def2-TZVPD

Values from the calculation:
- LUMO energy: 0.83 eV
- Kohn-Sham gap: 9.477 eV
- HOMO energy: -8.6482 eV

```
! wB97M-V def2-TZVPD RIJCOSX def2/J DEFGRID3
* xyz 0 1
C 1.13189 0.19502 1.02424
H -1.95848 1.91806 1.43575
C 1.48374 0.31577 -1.29160
C 2.81773 -0.13334 -1.12482
C -1.52037 -1.37677 1.04801
C -1.90690 -1.92351 -0.38734
H 1.06848 0.10234 -2.28188
N -1.32834 2.32319 0.65813
O -1.64659 -0.77588 -1.23709
H 3.49873 -0.26022 -1.80437
H -0.75471 -1.80210 1.61881
H -0.28732 2.13486 -1.18947
H 0.42411 0.43339 1.81329
H -0.43981 2.54813 0.95639
H -2.91177 -2.40211 -0.47410
O -1.46636 0.05891 0.88606
H -2.45344 1.67986 -1.27976
H 4.46030 -0.40353 0.15554
C 0.50859 0.26921 -0.25926
H -2.46501 -1.66262 1.61803
C 2.44232 -0.38543 1.28161
H -1.27490 -3.09522 -0.66246
H 2.85924 -0.76220 2.32674
C -1.11298 0.30124 -0.48370
C 3.31666 -0.32044 0.24529
C -1.42126 1.56570 -0.72429
*
```

=====

Question: which arrangement is favored energetically? Ranking from most to least stable: a, b.

=====

--- a ---
C10H13NO2 | ωB97M-V/def2-TZVPD

Values from the calculation:
- LUMO energy: 0.82 eV
- Kohn-Sham gap: 9.027 eV
- HOMO energy: -8.2110 eV

```
! wB97M-V def2-TZVPD RIJCOSX def2/J DEFGRID3
* xyz 0 1
H -3.60711 -1.12051 0.39943
C 1.70860 1.69644 -0.01457
C 1.95301 -0.63608 0.22412
H -2.23996 0.52568 1.98316
H 4.72638 -1.09987 -1.00720
C 0.55723 -0.89557 0.41122
C -1.67353 -0.13597 1.20811
H -2.33998 -1.37923 -1.82107
C 0.29165 1.44989 0.29056
H -1.45423 -0.98375 1.92754
H 2.03052 2.71995 -0.53526
C 2.46835 0.69365 0.14426
C -2.91702 0.83457 -0.79078
C -2.56093 -0.58222 0.10924
H -0.16913 2.38586 0.48052
C -0.26840 0.20672 0.60266
N -1.94419 -1.78352 -0.63307
O 3.80572 0.55470 -0.46617
H -3.14055 0.71233 -1.98292
H -0.95720 -1.24657 -0.88178
H -0.11602 -1.78993 0.41935
O 2.92627 -1.52743 0.01025
C 4.18664 -0.70068 -0.05857
H -3.98875 1.43314 -0.23705
H -1.94030 1.72185 -0.70796
H 4.66292 -1.05344 0.92600
*
```

=====

--- b ---
C10H13NO2 | ωB97M-V/def2-TZVPD

Values from the calculation:
- SMILES string: CCO/C(c1ccccc1)=[N+](\C)[O-]
- LUMO energy: 0.35 eV
- Kohn-Sham gap: 8.483 eV
- HOMO energy: -8.1346 eV

```
! wB97M-V def2-TZVPD RIJCOSX def2/J DEFGRID3
* xyz 0 1
C -1.42597 0.68623 -0.57228
C 1.53749 0.83028 0.84950
H 0.67441 1.39293 1.17446
C -1.40544 -2.81140 0.26982
H 4.41172 -0.75970 -1.05984
C 0.16206 -1.10885 0.37700
H 2.19558 -2.02280 -0.90759
H -1.90570 0.12294 -1.37318
H -2.02500 -2.19325 -0.37008
H 2.77184 2.54139 0.82131
C 2.47113 -1.08270 -0.32031
C 3.58619 -0.35180 -0.48533
H 4.70366 1.34691 -0.31736
O 0.89622 -3.27299 0.16039
C 3.73897 0.90421 -0.04698
H -1.71848 -2.68220 1.29675
O -1.22921 -0.30243 0.45202
H -2.05764 2.82432 -0.41181
H -1.59438 -3.90784 -0.07620
H -3.42774 1.63453 0.02275
N -0.03727 -2.39330 0.31592
C 2.68291 1.47292 0.65771
H -0.49320 1.20901 -0.92381
C -2.38856 1.80793 0.00141
H -2.06733 2.01346 1.02810
C 1.43629 -0.47114 0.32569
*
```

=====

Question: which arrangement is favored energetically? Ranking from most to least stable: b, a.

=====

--- a ---
C3H2N2OS | ωB97M-V/def2-TZVPD

Values from the calculation:
- LUMO energy: -0.99 eV
- Kohn-Sham gap: 9.971 eV
- HOMO energy: -10.9657 eV

```
! wB97M-V def2-TZVPD RIJCOSX def2/J DEFGRID3
* xyz 0 1
C 0.33212 0.93435 -0.02815
C 0.88402 2.15232 -0.55075
S 3.54075 -0.81488 -0.02363
N 2.35228 -0.46861 -0.93253
C 0.86821 -0.24595 -0.01862
H -0.45679 1.20801 0.57069
N 1.13956 3.22532 -0.84673
O 3.18310 -0.98353 1.38345
H 0.81719 -1.04790 0.61258
*
```

=====

--- b ---
C3H2N2OS | ωB97M-V/def2-TZVPD

Values from the calculation:
- LUMO energy (spin up / spin down): -2.41 / -2.40 eV
- Kohn-Sham gap (spin up / spin down): 7.491 / 7.505 eV
- HOMO energy (spin up / spin down): -9.8979 / -9.9031 eV

```
! wB97M-V def2-TZVPD RIJCOSX def2/J DEFGRID3
* xyz 0 1
N -1.10132 -0.38093 0.61427
N 0.23962 -0.92732 -1.57095
S -1.41043 -0.81941 -1.11035
C 1.12210 0.03553 -0.86499
C 1.18360 0.44835 0.37455
H 1.96375 0.86347 1.01450
C -0.04288 0.06045 1.13376
H 0.11211 0.39191 2.10306
O -2.06654 0.32796 -1.69384
*
```

=====

--- c ---
C3H2N2OS | ωB97M-V/def2-TZVPD

Values from the calculation:
- SMILES string: S=Cc1cnno1
- LUMO energy: -1.40 eV
- Kohn-Sham gap: 8.008 eV
- HOMO energy: -9.4051 eV

```
! wB97M-V def2-TZVPD RIJCOSX def2/J DEFGRID3
* xyz 0 1
C -0.19354 0.27426 -0.14995
C -0.55246 -1.03154 -0.06313
N -1.95017 -0.91762 0.16373
N -2.34032 0.22649 -0.03483
S 2.24417 -0.27311 0.00688
C 1.13384 0.81783 0.00526
H -0.13050 -1.92957 -0.10098
O -1.18565 1.11376 -0.02451
H 1.41537 1.86384 0.53161
*
```

=====

--- d ---
C3H2N2OS | ωB97M-V/def2-TZVPD

Values from the calculation:
- SMILES string: O=C1NN=CC1=S
- LUMO energy: -2.04 eV
- Kohn-Sham gap: 7.360 eV
- HOMO energy: -9.4044 eV

```
! wB97M-V def2-TZVPD RIJCOSX def2/J DEFGRID3
* xyz 0 1
C 0.43684 1.21195 -0.03478
H 0.44203 2.22884 0.11513
C -0.43319 -0.98678 -0.04680
N 0.91742 -0.88115 -0.17245
C -0.91437 0.46590 -0.08004
S -2.44395 0.99699 -0.01376
N 1.38997 0.39072 0.03562
H 1.66517 -1.42399 0.19532
O -1.05992 -2.00249 0.00175
*
```

=====

Question: which arrangement is favored energetically? Ranking from most to least stable: d, a, c, b.